Computed, not measured: C12H24NO2Rb as an isolated structure in a non-equilibrium geometry, with the ωB97M-V functional and the def2-TZVPD basis.

Element x y z (Å)
Rb1 1.395 3.206 -0.468
O1 1.586 3.777 2.280
O2 0.969 0.617 -1.777
N1 -0.055 -0.292 -1.355
C1 0.404 -1.404 -0.447
C2 -1.908 -2.512 -0.955
C3 2.540 3.743 4.494
C4 -1.137 -0.466 -2.403
C5 -1.765 0.905 -2.924
C6 1.520 3.382 3.458
C7 0.359 2.562 3.977
C8 -0.702 -1.319 -3.593
C9 1.310 -2.495 -1.022
C10 1.036 -0.804 0.812
C11 -2.346 -1.248 -1.695
C12 -0.830 -2.108 0.089
H1 1.173 -1.515 1.627
H2 -1.404 -1.483 -4.410
H3 -0.200 2.047 3.194
H4 -2.153 1.421 -2.047
H5 3.216 2.897 4.617
H6 2.058 3.994 5.439
H7 -2.518 0.803 -3.705
H8 -1.434 -1.595 0.837
H9 -1.010 1.502 -3.436
H10 0.221 -0.918 -4.013
H11 -0.458 -2.346 -3.323
H12 2.004 -0.322 0.675
H13 -2.785 -2.980 -0.506
H14 -3.033 -1.524 -2.495
H15 3.134 4.611 4.208
H16 -0.342 3.128 4.589
H17 0.742 1.768 4.619
H18 2.039 -2.794 -0.268
H19 2.010 -2.063 -1.737
H20 0.846 -3.311 -1.576
H21 0.414 -0.042 1.282
H22 -2.917 -0.594 -1.035
H23 -1.424 -3.213 -1.634
H24 -0.554 -3.015 0.627

Results
Spin multiplicity: 1
HOMO level, eV: -4.720
Gap between HOMO and LUMO, eV: 4.30
E_tot, a.u.: -700.84210
Total charge: 0